a) C5H14 | ωB97M-V/def2-TZVPD

Summary:
Molecular weight, g mol⁻¹: 74.17
SMILES: CCC.CC
HOMO, eV: -10.7623
Total charge: 0

Each line ends with the Löwdin charge.
CARTESIAN COORDINATES (ANGSTROEM)
C -0.9591 -1.7429 -0.6082  -0.318
C -1.5742 -0.6969 0.2397  -0.140
C -0.9682 -1.1576 -1.9844  -0.152
H 0.1143 -1.8401 -0.2248  0.120
H -1.2880 -2.7356 -0.6659  0.085
H -2.0365 -0.9452 1.0709  0.006
H -2.4138 -0.1596 -0.3581  0.106
H -1.0810 -0.0171 -1.9985  0.100
H -0.2207 -1.4068 -2.7452  0.070
H -0.9493 0.2217 0.5357  0.080
H -1.7722 -1.6646 -2.4235  0.048
C 1.3779 1.1502 1.8556  -0.159
C 1.9667 1.8126 0.5719  -0.191
H 0.2730 1.0927 1.6789  0.030
H 1.6255 0.0198 1.8972  0.090
H 1.6847 1.9353 2.5963  0.075
H 1.5164 2.7926 0.4848  0.053
H 3.0234 1.9919 0.4438  0.052
H 1.6811 1.3496 -0.3662  0.046

***

b) C5H14 | ωB97M-V/def2-TZVPD

Summary:
Molecular weight, g mol⁻¹: 74.17
SMILES: CCC.CC
HOMO, eV: -10.6726
Total charge: 0

Each line ends with the Löwdin charge.
CARTESIAN COORDINATES (ANGSTROEM)
C -0.7526 -0.3358 -1.7855  -0.327
C -0.8156 -0.8669 -0.3408  -0.141
C -1.4083 -1.2405 -2.8332  -0.117
H 0.2442 0.0191 -2.0939  0.097
H -1.0611 0.7303 -1.6786  0.103
H -0.5079 -0.0453 0.3535  0.008
H -1.8398 -1.1636 -0.0762  0.075
H -0.9924 -0.8885 -3.7685  0.059
H -2.4821 -1.3640 -2.8109  0.065
H -0.1344 -1.6823 -0.0126  0.079
H -0.9649 -2.2463 -2.7119  0.076
C 1.3997 1.6609 2.7940  -0.180
C 1.2447 0.6181 1.7216  -0.204
H 1.6752 2.6328 2.3598  0.064
H 0.4628 1.8765 3.3347  0.070
H 2.2436 1.3081 3.4110  0.069
H 1.1831 -0.4201 2.0834  0.073
H 0.3771 0.8507 1.0064  0.052
H 2.1286 0.5568 1.0476  0.079

***

c) C5H14 | ωB97M-V/def2-TZVPD

Summary:
Molecular weight, g mol⁻¹: 74.17
SMILES: CCC.CC
HOMO, eV: -11.1865
Total charge: 0

Each line ends with the Löwdin charge.
CARTESIAN COORDINATES (ANGSTROEM)
C -2.5190 -0.7351 -0.2383  -0.161
C -1.6207 -1.9449 -0.0572  -0.185
H -3.5759 -0.9509 0.1002  0.083
H -2.1017 0.0653 0.3394  0.043
H -2.5417 -0.5268 -1.2998  0.056
H -1.0018 -2.2259 -0.9054  0.058
H -2.0434 -2.8328 0.3488  0.049
H -0.7645 -1.6123 0.5595  0.046
C 1.2017 1.6046 0.0606  -0.347
C 2.0557 1.0119 1.2562  -0.128
C 1.1054 0.5548 -1.0344  -0.171
H 0.1752 1.7953 0.4623  0.097
H 1.7195 2.4744 -0.4945  0.117
H 1.4899 0.1001 1.5924  0.070
H 2.1486 1.7665 2.0429  0.054
H 0.7714 -0.3916 -0.4647  0.057
H 0.2786 0.8824 -1.7718  0.098
H 3.0895 0.7107 0.8764  0.085
H 2.1332 0.2542 -1.3723  0.080

***

Name the least stable of them. a).

***

a) C5H14 | ωB97M-V/def2-TZVPD

Summary:
Molecular weight, g mol⁻¹: 74.17
SMILES: CCC.CC
HOMO, eV: -11.2215
Total charge: 0

Each line ends with the Löwdin charge.
CARTESIAN COORDINATES (ANGSTROEM)
C -1.7662 0.6699 -1.3845  -0.188
C -2.1437 -0.7691 -1.6107  -0.168
H -0.7534 0.9592 -1.6815  0.064
H -2.4340 1.3811 -1.8722  0.065
H -1.7438 0.9216 -0.3308  0.047
H -2.1649 -1.0430 -2.6669  0.064
H -3.1454 -0.9583 -1.2283  0.063
H -1.4827 -1.4632 -1.0872  0.056
C 0.8349 -0.0344 1.3243  -0.306
C 1.5184 1.3127 1.0730  -0.128
C 1.7554 -1.1842 0.9102  -0.118
H 0.4800 -0.1399 2.3255  0.089
H -0.0691 -0.0382 0.7125  0.062
H 1.7629 1.3890 0.0108  0.068
H 2.1662 -1.7349 1.7648  0.065
H 1.1967 -1.9713 0.4019  0.062
H 2.4536 1.3960 1.6296  0.069
H 0.8836 2.1659 1.3248  0.066
H 2.6512 -0.8589 0.3847  0.066

***

b) C5H14 | ωB97M-V/def2-TZVPD

Summary:
Molecular weight, g mol⁻¹: 74.17
SMILES: CCC.CC
HOMO, eV: -11.2271
Total charge: 0

Each line ends with the Löwdin charge.
CARTESIAN COORDINATES (ANGSTROEM)
C -0.7295 1.0431 1.4166  -0.311
C -1.6473 -0.0027 0.7522  -0.122
C -0.8504 2.4114 0.7200  -0.126
H 0.3228 0.7667 1.4883  0.091
H -1.0570 1.1818 2.4503  0.089
H -1.6204 -0.9545 1.2729  0.070
H -2.6182 0.4792 0.6749  0.072
H -1.3643 2.3755 -0.2388  0.064
H 0.1330 2.8099 0.4450  0.063
H -1.2464 -0.0612 -0.2571  0.037
H -1.2945 3.1625 1.3725  0.064
C 2.2238 -1.8106 -1.1752  -0.164
C 0.7377 -1.4600 -1.4184  -0.157
H 2.8662 -0.9369 -1.1706  0.055
H 2.3818 -2.1932 -0.1546  0.058
H 2.5773 -2.6569 -1.7602  0.057
H 0.4213 -2.1191 -2.2244  0.063
H 0.0981 -1.6342 -0.5594  0.037
H 0.6661 -0.4010 -1.6337  0.057

***

Name the least stable of them. b).

***

a) C5H14 | ωB97M-V/def2-TZVPD

Summary:
Molecular weight, g mol⁻¹: 74.17
SMILES: CCC.CC
HOMO, eV: -11.1242
Total charge: 0

Each line ends with the Löwdin charge.
CARTESIAN COORDINATES (ANGSTROEM)
C -2.3002 -0.6516 2.3102  -0.125
C -0.8942 -0.1629 3.1049  -0.109
H -3.1535 -0.5220 2.8048  -0.015
H -2.3589 -0.0115 1.3582  0.078
H -2.3346 -1.6457 1.9934  0.023
H -0.1854 -0.3101 2.2207  0.061
H -1.0322 0.8387 3.5450  0.051
H -0.6756 -0.9102 3.8688  0.035
C 0.8192 0.5921 -1.6225  -0.311
C 0.5331 -0.9161 -1.9888  -0.109
C 2.1081 1.2567 -2.1429  -0.140
H -0.0649 1.2019 -1.9809  0.098
H 0.8243 0.8418 -0.5198  0.097
H 0.5856 -1.1125 -3.0500  0.060
H 2.8988 1.1786 -1.4222  0.049
H -0.4397 -1.2763 -1.6043  0.065
H 1.2181 -1.5064 -1.4222  0.047
H 2.4512 0.7806 -3.0918  0.074
H 2.0007 2.3349 -2.3607  0.069

***

b) C5H14 | ωB97M-V/def2-TZVPD

Summary:
Molecular weight, g mol⁻¹: 74.17
SMILES: CCC.CC
HOMO, eV: -11.0426
Total charge: 0

Each line ends with the Löwdin charge.
CARTESIAN COORDINATES (ANGSTROEM)
C -1.4963 -2.2459 0.9576  -0.138
C -2.0585 -1.2279 -0.0261  -0.183
H -1.9799 -2.2959 1.8888  0.049
H -1.4404 -3.1970 0.4958  0.050
H -0.4773 -2.0538 1.2282  0.051
H -1.6235 -1.0688 -1.0713  0.082
H -2.0505 -0.1685 0.2969  0.031
H -3.1226 -1.2652 -0.3154  0.061
C 1.3670 1.2548 0.4014  -0.327
C 0.0638 1.3430 -0.3877  -0.154
C 2.4086 1.0726 -0.6368  -0.187
H 1.5371 0.3591 0.9812  0.096
H 1.4724 2.3499 0.8569  0.143
H -0.0199 2.4575 -0.7715  0.113
H 0.1430 0.6802 -1.3091  0.083
H 2.3529 0.0787 -0.9468  0.047
H 3.3668 1.0299 -0.1956  0.051
H -0.8559 1.1196 0.1120  0.012
H 2.4133 1.7778 -1.5584  0.119

***

c) C5H14 | ωB97M-V/def2-TZVPD

Summary:
Molecular weight, g mol⁻¹: 74.17
SMILES: CCC.CC
HOMO, eV: -10.3227
Total charge: 0

Each line ends with the Löwdin charge.
CARTESIAN COORDINATES (ANGSTROEM)
C 2.1043 0.1325 0.8592  -0.116
C 0.9469 0.9367 1.5371  -0.171
H 2.2721 0.0653 -0.1403  0.028
H 2.9814 0.6097 1.3267  0.071
H 2.1199 -0.8277 1.2812  0.045
H 0.7302 1.9157 1.0558  0.066
H 0.9999 1.1696 2.6599  0.096
H -0.0430 0.5838 1.4558  -0.001
C -1.2165 -0.4269 -0.3661  -0.333
C -0.9026 -1.7027 -1.1598  -0.101
C -1.3624 0.8046 -1.1230  -0.112
H -2.1030 -0.5619 0.2097  0.102
H -0.3639 -0.3960 0.3009  0.041
H -1.4063 -1.6921 -2.1276  0.068
H -2.1148 1.4646 -0.8619  0.053
H -0.5476 1.4708 -0.7424  0.075
H -1.0734 -2.6021 -0.5469  0.077
H 0.1186 -1.7722 -1.4759  0.052
H -1.1399 0.8283 -2.1425  0.061

***

Name the least stable of them. c).